a:
Computed, not measured: the ion C4H13N2 with charge +1, with ωB97M-V with the def2-TZVPD basis set.

```
19
Properties=species:S:1:pos:R:3:nbo_charge:R:1
C -1.371 -0.878 1.615 -0.639
C -1.342 -0.353 0.194 -0.217
N 0.065 -0.257 -0.345 -0.347
C 0.090 -0.147 -1.825 -0.425
C 0.859 0.879 0.301 -0.049
N 2.225 0.765 -0.103 -0.844
H -2.399 -1.034 1.922 0.261
H -0.924 -0.180 2.313 0.222
H -0.868 -1.841 1.692 0.224
H -1.772 0.644 0.120 0.224
H -1.872 -1.015 -0.488 0.228
H 0.567 -1.107 -0.079 0.433
H 1.118 -0.176 -2.163 0.249
H -0.506 -0.944 -2.255 0.238
H -0.351 0.807 -2.106 0.226
H 0.775 0.727 1.373 0.221
H 0.359 1.792 -0.021 0.204
H 2.484 1.435 -0.816 0.389
H 2.865 0.884 0.670 0.401
```

Calculated values
**LUMO level**: -2.74 eV
**Molecular weight**: 89.2 g/mol
**E_HOMO**: -0.5429 Eh
**Frontier orbital gap**: 12.036 eV
**Net charge**: +1

=====

b:
Computed, not measured: a structure of composition C4H13N2, with ωB97M-V with the def2-TZVPD basis set.

```
19
Properties=species:S:1:pos:R:3:nbo_charge:R:1
N 0.620 -0.716 1.956 -0.698
C 0.789 -0.785 -1.187 -0.424
C 1.742 0.408 -1.196 -0.629
C -0.435 -0.686 -0.245 0.180
N -1.130 0.558 -0.452 -0.584
C -1.661 1.286 0.703 -0.435
H 1.293 -1.707 -0.908 0.232
H 0.155 -0.616 2.857 0.412
H 1.293 -1.480 2.053 0.402
H 0.383 -1.064 -2.195 0.294
H 1.321 1.258 -1.723 0.237
H 2.705 0.193 -1.626 0.246
H 1.973 0.648 -0.161 0.226
H -1.021 -1.607 -0.351 0.228
H 0.058 -0.686 0.877 0.233
H -1.884 0.428 -1.122 0.411
H -2.220 0.693 1.445 0.202
H -0.823 1.782 1.204 0.219
H -2.301 2.102 0.346 0.246
```

Calculated values
**LUMO level**: -7.98 eV
**Molecular weight**: 89.2 g/mol
**E_HOMO**: -0.5255 Eh
**Frontier orbital gap**: 6.324 eV
**Net charge**: +1

=====

c:
Computed, not measured: a structure of composition C4H13N2, with ωB97M-V with the def2-TZVPD basis set.

```
19
Properties=species:S:1:pos:R:3:nbo_charge:R:1
C 0.837 0.018 -1.175 -0.316
C -0.092 -1.188 -0.897 -0.420
C -1.485 -0.766 -0.444 -0.410
C -1.485 0.018 0.876 -0.280
N -0.780 1.241 0.666 -0.423
N 1.388 0.497 0.057 -0.276
H 0.386 0.830 -1.764 0.253
H 1.682 -0.376 -1.771 0.321
H -0.161 -1.804 -1.789 0.250
H 0.437 -1.762 -0.135 0.227
H -2.250 -1.538 -0.445 0.252
H -1.808 -0.002 -1.154 0.217
H -2.510 0.276 1.163 0.274
H 6.828 -0.123 3.077 0.002
H -1.066 -0.572 1.707 0.253
H 0.303 0.896 0.505 0.275
H 6.387 0.086 3.646 -0.002
H 1.846 1.396 -0.170 0.385
H -0.935 2.044 1.281 0.419
```

Calculated values
**LUMO level**: -8.52 eV
**Molecular weight**: 89.2 g/mol
**E_HOMO**: -0.5590 Eh
**Frontier orbital gap**: 6.688 eV
**Net charge**: +1

=====

d:
Computed, not measured: a structure of composition C4H13N2, with ωB97M-V with the def2-TZVPD basis set.

```
19
Properties=species:S:1:pos:R:3:nbo_charge:R:1
C 2.209 0.193 -0.712 -0.627
C 0.914 0.038 0.151 -0.042
C -0.105 1.143 -0.107 -0.435
C -1.391 0.852 0.658 -0.220
N -1.811 -0.533 0.129 -0.800
N 0.352 -1.331 -0.074 -0.761
H 2.288 -0.428 -1.599 0.226
H 3.096 0.014 -0.101 0.238
H 2.246 1.254 -0.913 0.230
H 1.134 0.125 1.219 0.214
H 0.317 2.056 0.308 0.254
H -0.393 1.173 -1.153 0.223
H -2.179 1.483 0.241 0.223
H -1.426 0.804 1.741 0.223
H -2.630 -0.400 -0.449 0.410
H -2.221 -1.086 0.882 0.397
H 0.526 -1.945 0.712 0.412
H 0.614 -1.893 -0.882 0.420
H -0.763 -1.126 -0.126 0.416
```

Calculated values
**LUMO level**: -3.00 eV
**Molecular weight**: 89.2 g/mol
**E_HOMO**: -0.5343 Eh
**Frontier orbital gap**: 11.540 eV
**Net charge**: +1

=====

Stability, descending: a, d, b, c

=====

a:
Computed, not measured: a cluster of 2 separate species, C2H3BrO2 in total, with ωB97M-V with the def2-TZVPD basis set.

```
8
Properties=species:S:1:pos:R:3:nbo_charge:R:1
C -0.431 -0.309 -0.427 0.223
C -0.034 0.743 0.490 -0.168
O -0.264 -1.605 0.046 -0.226
O -1.541 -1.015 0.019 -0.230
Br 2.914 0.205 -0.367 -0.183
H -0.437 -0.293 -1.431 0.188
H 0.039 0.547 1.495 0.203
H -0.247 1.728 0.175 0.193
```

Calculated values
**LUMO level (alpha / beta)**: -1.64 / -3.24 eV
**Molecular weight**: 138.9 g/mol
**E_HOMO (alpha / beta)**: -0.3931 / -0.3673 Eh
**Frontier orbital gap (alpha / beta)**: 9.056 / 6.758 eV
**Net charge**: 0

=====

b:
Computed, not measured: the molecule C2H3BrO2, with ωB97M-V with the def2-TZVPD basis set.

```
8
Properties=species:S:1:pos:R:3:nbo_charge:R:1
C 0.598 -0.499 -0.037 -0.112
C -0.152 0.606 0.615 0.362
O 1.455 0.344 -0.602 -0.639
O -1.031 1.133 -0.205 -0.587
Br 0.490 1.592 1.992 0.180
H 0.979 -1.168 0.654 0.149
H 0.020 -1.275 -0.689 0.156
H -1.165 2.041 0.007 0.492
```

Calculated values
**LUMO level (alpha / beta)**: -0.27 / -0.27 eV
**Molecular weight**: 138.9 g/mol
**E_HOMO (alpha / beta)**: -0.3274 / -0.3274 Eh
**Frontier orbital gap (alpha / beta)**: 8.642 / 8.643 eV
**Net charge**: 0

=====

c:
Computed, not measured: a cluster of 2 separate species, C2H3BrO2 in total, with ωB97M-V with the def2-TZVPD basis set.

```
8
Properties=species:S:1:pos:R:3:nbo_charge:R:1
C -2.230 0.781 -0.317 0.396
C -0.008 -0.109 0.144 -0.445
O -2.536 1.476 -1.400 -0.263
O -2.469 2.107 -0.152 -0.263
Br -3.456 -0.614 0.326 -0.002
H -0.487 -0.535 0.977 0.189
H 0.617 0.743 0.351 0.199
H 0.275 -0.830 -0.548 0.189
```

Calculated values
**LUMO level (alpha / beta)**: -0.84 / -0.85 eV
**Molecular weight**: 138.9 g/mol
**E_HOMO (alpha / beta)**: -0.3470 / -0.3470 Eh
**Frontier orbital gap (alpha / beta)**: 8.599 / 8.595 eV
**Net charge**: 0

=====

d:
Computed, not measured: the molecule C2H3BrO2, with ωB97M-V with the def2-TZVPD basis set.

```
8
Properties=species:S:1:pos:R:3:nbo_charge:R:1
C 0.707 0.795 0.370 -0.097
C -0.363 -0.362 0.172 0.408
O 0.433 1.487 -0.748 -0.644
O -0.030 -1.436 -0.582 -0.637
Br -2.193 0.148 0.122 0.107
H 0.431 1.221 1.307 0.168
H 1.710 0.227 0.186 0.181
H -0.695 -2.082 -0.827 0.515
```

Calculated values
**LUMO level (alpha / beta)**: -0.91 / -1.03 eV
**Molecular weight**: 138.9 g/mol
**E_HOMO (alpha / beta)**: -0.3325 / -0.3211 Eh
**Frontier orbital gap (alpha / beta)**: 8.133 / 7.704 eV
**Net charge**: 0

=====

Stability, descending: b, d, a, c

=====

a:
Computed, not measured: a cluster of 2 separate species, C2H3BrO2 in total, with ωB97M-V with the def2-TZVPD basis set.

```
8
Properties=species:S:1:pos:R:3:nbo_charge:R:1
C 0.536 0.103 0.491 0.214
C -0.163 1.197 -0.829 0.408
O 0.996 0.518 -0.750 -0.505
O -0.514 1.005 0.464 -0.510
Br -0.193 2.799 -1.698 0.136
H 0.022 -0.940 0.382 0.181
H 1.316 0.281 1.317 0.195
H -1.852 0.494 -1.891 -0.119
```

Calculated values
**LUMO level (alpha / beta)**: 0.01 / -0.13 eV
**Molecular weight**: 138.9 g/mol
**E_HOMO (alpha / beta)**: -0.3339 / -0.2981 Eh
**Frontier orbital gap (alpha / beta)**: 9.097 / 7.981 eV
**Net charge**: 0

=====

b:
Computed, not measured: a cluster of 2 separate species, C2H3BrO2 in total, with ωB97M-V with the def2-TZVPD basis set.

```
8
Properties=species:S:1:pos:R:3:nbo_charge:R:1
O 1.973 -2.486 -0.041 -0.506
C 0.958 -2.902 0.261 1.021
O -0.020 -3.388 0.625 -0.515
C -0.556 1.860 -0.051 -0.725
Br -1.208 0.830 -1.471 0.022
H -1.096 1.565 0.966 0.236
H 0.529 1.507 0.057 0.227
H -0.581 3.015 -0.345 0.240
```

Calculated values
**LUMO level**: 0.48 eV
**Molecular weight**: 138.9 g/mol
**E_HOMO**: -0.3742 Eh
**Frontier orbital gap**: 10.666 eV
**Net charge**: 0

=====

Stability, descending: b, a

=====

a:
Computed, not measured: the molecule C3H4N4, with ωB97M-V with the def2-TZVPD basis set.

```
11
Properties=species:S:1:pos:R:3:nbo_charge:R:1
N -1.799 -0.444 -0.901 -0.823
C -0.477 -0.230 -0.475 0.063
C 0.152 -0.870 0.654 -0.043
N 1.059 -0.190 1.274 -0.350
C 1.927 0.699 1.258 0.005
N 1.308 1.256 -1.176 0.012
N 0.357 0.620 -1.050 0.005
H -2.423 0.338 -0.732 0.371
H -1.879 -0.747 -1.864 0.375
H -0.086 -1.884 0.958 0.216
H 1.862 1.453 2.055 0.169
```

Calculated values
**LUMO level**: 0.46 eV
**Molecular weight**: 96.1 g/mol
**E_HOMO**: -0.2776 Eh
**Frontier orbital gap**: 8.011 eV
**Net charge**: 0

=====

b:
Computed, not measured: the molecule C3H4N4, with ωB97M-V with the def2-TZVPD basis set.

```
11
Properties=species:S:1:pos:R:3:nbo_charge:R:1
C 0.969 0.825 0.030 -0.435
C 1.087 -0.843 0.076 -0.199
N -0.480 -0.670 -0.326 -0.232
N -1.780 -1.159 -0.069 -0.100
N -2.482 -0.093 0.138 -0.035
N -1.886 1.036 -0.028 -0.304
C -0.612 0.643 -0.345 0.319
H 1.029 1.483 0.997 0.250
H 1.382 1.449 -0.750 0.235
H 1.209 -1.395 1.134 0.261
H 1.563 -1.275 -0.857 0.239
```

Calculated values
**LUMO level**: 0.51 eV
**Molecular weight**: 96.1 g/mol
**E_HOMO**: -0.3727 Eh
**Frontier orbital gap**: 10.657 eV
**Net charge**: 0

=====

c:
Computed, not measured: the molecule C3H4N4, with ωB97M-V with the def2-TZVPD basis set.

```
11
Properties=species:S:1:pos:R:3:nbo_charge:R:1
H 2.203 0.838 0.677 0.291
N 2.547 0.034 0.203 -0.323
N 1.641 -0.705 -0.446 -0.108
C 0.353 -0.380 -0.045 -0.028
C -0.634 -1.426 0.040 -0.042
N -1.836 -0.764 0.067 -0.227
N -1.561 0.548 -0.140 -0.339
C -0.256 0.957 -0.119 -0.118
H -0.439 -2.449 -0.036 0.231
H -1.994 1.388 0.363 0.413
H -0.026 1.960 -0.564 0.250
```

Calculated values
**LUMO level**: -0.19 eV
**Molecular weight**: 96.1 g/mol
**E_HOMO**: -0.3420 Eh
**Frontier orbital gap**: 9.113 eV
**Net charge**: 0

=====

Stability, descending: c, a, b

=====

a:
Computed, not measured: a cluster of 2 separate species, C4H9NO2S in total, with ωB97M-V with the def2-TZVPD basis set.

```
17
Properties=species:S:1:pos:R:3:nbo_charge:R:1
C 0.203 1.691 1.013 -0.714
C 0.873 1.033 -0.167 0.689
O 1.626 1.530 -0.987 -0.628
N 0.488 -0.284 -0.309 -0.451
C -0.408 -0.932 0.575 -0.396
C 1.276 -1.005 -1.279 -0.409
H -0.845 1.411 1.090 0.232
H 0.755 1.390 1.835 0.227
H 0.345 2.739 1.018 0.237
H -0.598 -2.026 0.194 0.205
H 0.068 -0.976 1.599 0.183
H -1.318 -0.507 0.685 0.206
H 0.755 -1.139 -2.141 0.189
H 2.144 -0.494 -1.555 0.240
H 1.669 -1.952 -0.922 0.186
O -3.158 0.306 0.041 -0.683
S -3.876 -0.784 -0.689 0.688
```

Calculated values
**LUMO level (alpha / beta)**: -2.03 / -2.05 eV
**Molecular weight**: 135.2 g/mol
**E_HOMO (alpha / beta)**: -0.3286 / -0.3286 Eh
**Frontier orbital gap (alpha / beta)**: 6.911 / 6.891 eV
**Net charge**: 0

=====

b:
Computed, not measured: the molecule C4H9NO2S, with ωB97M-V with the def2-TZVPD basis set.

```
17
Properties=species:S:1:pos:R:3:nbo_charge:R:1
C -2.691 0.884 0.189 -0.264
O -2.880 -0.473 -0.164 -0.475
C -1.740 -1.176 -0.170 0.395
N -0.588 -0.591 -0.041 -0.690
S 0.696 -1.775 -0.073 0.339
C 2.123 -0.767 0.481 -0.567
C 2.347 0.483 -0.420 -0.068
O 1.563 1.531 -0.027 -0.717
H -2.233 0.898 1.195 0.197
H -3.644 1.377 0.243 0.195
H -2.135 1.400 -0.568 0.188
H -1.923 -2.200 -0.536 0.173
H 1.864 -0.445 1.498 0.228
H 3.049 -1.422 0.511 0.239
H 2.129 0.191 -1.485 0.159
H 3.415 0.786 -0.410 0.179
H 0.649 1.298 -0.225 0.487
```

Calculated values
**LUMO level**: 0.87 eV
**Molecular weight**: 135.2 g/mol
**E_HOMO**: -0.3052 Eh
**Frontier orbital gap**: 9.174 eV
**Net charge**: 0

=====

c:
Computed, not measured: a cluster of 2 separate species, C4H9NO2S in total, with ωB97M-V with the def2-TZVPD basis set.

```
17
Properties=species:S:1:pos:R:3:nbo_charge:R:1
C -0.687 0.081 0.228 0.676
C -0.600 -0.613 2.477 -0.422
C 1.439 0.175 1.180 -0.415
C -0.797 0.350 -2.898 -0.785
N 0.063 -0.131 1.247 -0.465
O -1.765 -0.037 -0.197 -0.541
O 1.731 -0.014 -2.486 -0.918
S 0.759 0.975 -2.012 0.908
H -1.513 -0.086 2.688 0.219
H -0.825 -1.705 2.186 0.214
H 0.153 -0.526 3.274 0.218
H 1.442 0.434 0.066 0.232
H 1.721 1.067 1.771 0.192
H 2.130 -0.603 1.448 0.206
H -0.738 -0.819 -3.103 0.238
H -0.974 0.884 -3.733 0.205
H -1.540 0.568 -2.137 0.237
```

Calculated values
**LUMO level (alpha / beta)**: 0.41 / -0.08 eV
**Molecular weight**: 135.2 g/mol
**E_HOMO (alpha / beta)**: -0.2886 / -0.2677 Eh
**Frontier orbital gap (alpha / beta)**: 8.268 / 7.199 eV
**Net charge**: 0

=====

d:
Computed, not measured: a cluster of 2 separate species, C4H9NO2S in total, with ωB97M-V with the def2-TZVPD basis set.

```
17
Properties=species:S:1:pos:R:3:nbo_charge:R:1
C 3.811 -0.953 0.371 0.445
C -1.240 1.942 0.123 -0.624
C 0.302 0.004 -0.005 -0.494
C -1.065 0.456 0.425 0.030
N 0.053 -1.513 -0.192 -0.743
O 4.060 -1.905 0.951 -0.470
O -2.174 -0.274 -0.160 -0.793
S 3.543 0.361 -0.446 0.024
H -2.055 2.470 0.511 0.209
H -1.432 2.149 -0.911 0.199
H -0.372 2.392 0.471 0.223
H 0.507 0.236 -1.115 0.118
H -1.172 0.223 1.536 0.172
H -1.033 -1.585 -0.522 0.414
H -0.077 -1.872 0.753 0.400
H 0.774 -1.907 -0.695 0.410
H -2.430 -0.223 -1.095 0.481
```

Calculated values
**LUMO level**: 0.49 eV
**Molecular weight**: 135.2 g/mol
**E_HOMO**: -0.2523 Eh
**Frontier orbital gap**: 7.357 eV
**Net charge**: 0

=====

Stability, descending: b, a, d, c